Density functional theory data (ωB97M-V/def2-TZVPD) for a 2-piece molecular cluster, C20H32BBr2I2N2O6 overall.

## Properties
**HOMO**: -10.64 eV
**E_tot**: -7110.39353 Ha
**Frontier orbital gap**: 7.734 eV
**Charge**: +1

Cartesian coordinates (Å):
I (-2.515, 1.603, -3.414)
I (-2.670, 1.858, 1.568)
Br (0.541, 1.346, -0.687)
Br (-0.931, -2.545, 1.263)
O (0.516, -1.426, -2.507)
O (-2.821, -0.896, -0.193)
O (1.387, 0.351, -3.851)
O (-0.032, -1.280, -4.826)
O (-0.965, -3.056, -2.120)
O (-1.626, -0.909, -2.197)
N (5.611, 1.062, 0.346)
N (6.795, 1.217, 2.146)
C (-3.418, 3.421, -0.911)
C (-5.854, -1.081, 0.579)
C (-6.150, 0.145, -0.287)
C (4.612, 0.587, -0.616)
C (-3.827, -1.574, -0.955)
C (1.292, -0.817, 1.383)
C (6.451, 2.138, 0.185)
C (-0.554, -0.138, -0.187)
C (-5.716, -3.104, -0.971)
C (-0.035, -0.978, 0.713)
C (7.190, 2.239, 1.315)
C (7.292, 0.961, 3.509)
C (-0.719, -1.920, -2.248)
C (-4.940, -2.127, -0.085)
C (8.807, 0.898, 3.565)
C (-2.423, 1.160, -1.351)
C (-2.839, 2.097, -0.506)
C (-1.869, -0.242, -0.948)
C (-5.336, -0.709, 1.980)
C (5.840, 0.524, 1.539)
B (0.619, -0.765, -3.741)
H (1.464, 0.822, -3.013)
H (-4.251, -0.802, 1.992)
H (1.487, 0.222, 1.628)
H (4.644, 1.215, -1.500)
H (-0.527, -0.593, -5.286)
H (-5.419, 0.938, -0.148)
H (-6.809, -1.580, 0.744)
H (-4.359, 3.267, -1.436)
H (5.330, -0.332, 1.948)
H (6.858, 0.018, 3.836)
H (-4.465, -2.693, 0.720)
H (-4.241, -0.922, -1.726)
H (-5.706, -1.431, 2.705)
H (2.073, -1.260, 0.765)
H (7.954, 2.933, 1.615)
H (-7.135, 0.530, -0.031)
H (9.192, 0.130, 2.895)
H (-3.629, 4.027, -0.037)
H (9.262, 1.849, 3.291)
H (1.274, -1.375, 2.315)
H (-5.915, -2.646, -1.942)
H (9.121, 0.661, 4.579)
H (6.905, 1.747, 4.157)
H (-2.719, 3.960, -1.546)
H (-6.215, -0.134, -1.338)
H (4.835, -0.440, -0.895)
H (-3.393, -2.424, -1.480)
H (3.622, 0.643, -0.170)
H (-6.656, -3.398, -0.517)
H (-5.611, 0.301, 2.266)
H (-5.114, -3.990, -1.163)
H (6.431, 2.719, -0.720)


Density functional theory data (ωB97M-V/def2-TZVPD) for C22H64BF3HgNO10S as an isolated structure.

## Properties
**HOMO (spin up / spin down)**: -13.53 / -13.53 eV
**E_tot**: -2559.00672 Ha
**Frontier orbital gap (spin up / spin down)**: 7.736 / 2.918 eV
**Expectation value of S²**: 0.754
**Multiplicity**: 2
**Charge**: +2

Cartesian coordinates (Å):
Hg (3.311, 3.122, 0.840)
S (2.674, 0.904, -1.830)
F (3.012, -1.549, -0.611)
F (4.676, -0.809, -1.814)
F (2.934, -1.512, -2.844)
O (6.103, 0.762, -6.166)
O (1.194, 0.809, -1.782)
O (3.290, 1.451, -3.049)
O (4.508, -6.601, -1.184)
O (5.432, 3.464, 0.020)
O (3.591, 2.101, -5.615)
O (4.131, 1.480, 2.292)
O (2.607, 4.689, -0.744)
O (-1.811, -2.107, -5.261)
O (3.233, 1.585, -0.683)
N (-0.861, 1.328, -0.193)
C (6.131, 3.023, -1.111)
C (4.587, -4.449, -2.265)
C (3.656, 0.196, 2.686)
C (6.685, 0.645, -3.924)
C (6.657, 4.310, -1.717)
C (2.749, 4.879, -3.151)
C (6.561, -1.348, -5.474)
C (5.984, -0.029, -5.079)
C (2.564, 1.492, -6.299)
C (2.748, 1.396, -7.785)
C (7.223, 2.149, -0.538)
C (0.911, 5.855, -1.648)
C (-0.542, -2.038, -4.682)
C (2.419, -5.491, -1.355)
C (3.785, -5.721, -2.029)
C (0.085, -0.792, -5.373)
C (-0.650, -1.785, -3.177)
C (4.639, -0.778, 1.920)
C (3.680, 0.109, 4.137)
C (3.355, -0.912, -1.751)
C (1.341, 2.334, -5.942)
C (1.851, 4.666, -1.917)
B (1.009, 2.799, 1.333)
H (0.108, -2.896, -4.849)
H (-0.329, 0.200, -5.193)
H (-0.357, 1.713, 0.593)
H (1.248, 3.760, -1.860)
H (6.047, 3.818, 0.667)
H (5.481, 2.497, -1.810)
H (1.406, 6.805, -1.446)
H (2.508, 0.506, -5.839)
H (5.557, -4.700, -2.695)
H (3.662, 0.877, -8.074)
H (3.138, 0.921, 4.621)
H (-1.044, -2.703, -2.739)
H (-2.277, -1.331, -4.944)
H (7.583, -1.139, -5.789)
H (4.821, -3.887, -1.361)
H (3.435, 5.726, -3.121)
H (4.104, -7.462, -1.310)
H (4.705, 0.182, 4.502)
H (4.938, 1.539, 2.809)
H (7.287, 4.003, -2.552)
H (0.299, 6.016, -2.535)
H (5.282, 1.244, -6.292)
H (4.219, -1.749, 1.660)
H (7.856, 2.785, 0.080)
H (-1.331, 0.459, 0.017)
H (-1.500, 2.013, -0.569)
H (0.506, 1.924, -6.510)
H (6.002, -1.715, -6.335)
H (0.942, 2.993, 0.273)
H (1.627, 1.919, 1.410)
H (6.536, -2.104, -4.689)
H (1.102, 2.229, -4.884)
H (4.928, -0.120, -4.827)
H (2.993, 5.564, -0.664)
H (-1.229, -0.925, -2.842)
H (4.894, -0.451, 0.912)
H (2.691, 2.333, -8.340)
H (3.423, 1.925, -4.687)
H (1.762, -4.940, -2.028)
H (7.812, 1.735, -1.357)
H (1.907, -6.441, -1.203)
H (7.184, 5.070, -1.140)
H (6.654, -0.023, -3.064)
H (1.931, 0.748, -8.102)
H (0.309, 5.654, -0.762)
H (1.404, 3.615, 1.918)
H (6.858, 1.301, 0.042)
H (3.381, 4.018, -3.370)
H (3.953, -3.881, -2.946)
H (-0.058, 1.250, -0.801)
H (0.277, -0.967, -6.431)
H (3.583, -6.254, -2.958)
H (2.671, 0.058, 2.239)
H (6.183, 1.582, -3.686)
H (2.186, 5.083, -4.062)
H (2.460, -4.964, -0.402)
H (3.198, -0.846, 4.349)
H (7.721, 0.878, -4.169)
H (1.448, 3.399, -6.147)
H (5.549, -0.927, 2.500)
H (1.082, -0.685, -4.944)
H (0.341, -1.643, -2.748)
H (5.784, 4.783, -2.167)
H (0.033, 2.538, 1.713)


Density functional theory data (ωB97M-V/def2-TZVPD) for a 3-piece molecular cluster, C16H34BIN3O2 overall.

## Properties
**HOMO**: -4.35 eV
**E_tot**: -1267.33146 Ha
**Frontier orbital gap**: 6.833 eV
**Charge**: -1

Cartesian coordinates (Å):
I (-1.288, -2.428, -7.385)
O (-1.283, -0.154, 2.433)
O (-0.439, -2.998, -0.750)
N (1.436, 4.363, -1.754)
N (-3.102, 3.095, 2.343)
N (-1.596, -2.793, 2.298)
C (-2.070, 3.095, 1.840)
C (1.013, 2.021, -2.842)
C (0.177, -1.946, -3.102)
C (-0.357, -0.118, 4.657)
C (-1.456, -0.727, 3.730)
C (-0.361, -3.292, 1.646)
C (1.251, 3.335, -2.236)
C (0.104, 5.253, 2.085)
C (-0.067, -1.878, -5.677)
C (2.597, 0.720, -1.323)
C (-0.482, -2.632, -4.360)
C (1.171, 0.874, -1.838)
C (-1.366, -2.291, 3.658)
C (-0.751, 3.020, 1.209)
C (0.085, -2.414, 0.412)
C (0.325, 3.747, 2.017)
B (0.517, -3.034, -1.895)
H (1.679, -2.902, -1.593)
H (-0.799, 3.430, 0.198)
H (-0.148, -3.686, -4.443)
H (-0.410, -0.616, 5.645)
H (0.060, 5.687, 1.084)
H (1.160, -1.563, -3.484)
H (-0.502, -4.349, 1.348)
H (3.297, 0.564, -2.147)
H (0.873, -0.057, -2.326)
H (1.193, -2.387, 0.442)
H (-2.472, -0.451, 4.083)
H (-0.001, 2.003, -3.246)
H (-0.824, 5.497, 2.607)
H (0.513, -3.309, 2.347)
H (-2.195, -3.601, 2.417)
H (0.423, -4.147, -2.393)
H (1.692, 1.879, -3.685)
H (-0.643, 0.945, 4.814)
H (-0.486, -1.109, -2.795)
H (-1.671, 0.714, 2.416)
H (-0.309, -1.383, 0.568)
H (-0.470, 1.968, 1.111)
H (1.005, -2.095, -5.845)
H (2.664, -0.140, -0.656)
H (-0.434, -2.657, 4.139)
H (0.643, -0.157, 4.201)
H (1.295, 3.557, 1.551)
H (2.918, 1.602, -0.763)
H (-2.199, -2.667, 4.295)
H (0.495, 1.019, -0.993)
H (-0.115, -0.795, -5.449)
H (0.923, 5.731, 2.624)
H (-1.587, -2.687, -4.275)
H (0.374, 3.343, 3.031)


Density functional theory data (ωB97M-V/def2-TZVPD) for C4H6AgO3 as an isolated structure.

## Properties
**HOMO (spin up / spin down)**: -21.52 / -21.21 eV
**E_tot**: -527.85586 Ha
**Frontier orbital gap (spin up / spin down)**: 11.594 / 6.944 eV
**Expectation value of S²**: 0.756
**Multiplicity**: 2
**Charge**: +2

Cartesian coordinates (Å):
Ag (0.759, 2.460, -0.417)
O (0.134, 0.383, -0.715)
O (-2.172, 2.541, 1.208)
O (1.354, 0.892, 0.912)
C (1.377, -1.455, 0.306)
C (-1.224, -0.392, -0.780)
C (1.102, -0.022, 0.098)
C (-1.125, 2.889, 0.940)
H (1.211, -2.013, -0.627)
H (-1.014, -1.171, -1.518)
H (-1.491, -0.909, 0.145)
H (2.404, -1.584, 0.651)
H (0.663, -1.869, 1.033)
H (-1.978, 0.251, -1.235)


Density functional theory data (ωB97M-V/def2-TZVPD) for one molecule with the formula C4H8BrO3P.

## Properties
**HOMO (spin up / spin down)**: -9.57 / -9.54 eV
**E_tot**: -3298.28704 Ha
**Frontier orbital gap (spin up / spin down)**: 7.887 / 7.856 eV

Cartesian coordinates (Å):
Br (-2.333, 3.031, 1.542)
P (-2.240, 1.026, 2.387)
O (-2.721, 0.034, 1.270)
O (-2.857, 0.842, 3.675)
O (0.210, 0.623, 1.964)
C (1.766, 0.106, 0.334)
C (0.312, 0.545, 0.604)
C (-0.683, -0.459, -0.014)
C (-2.129, 0.012, -0.026)
H (-2.755, -0.687, -0.593)
H (1.927, -0.892, 0.738)
H (0.158, 1.534, 0.123)
H (-0.623, -1.391, 0.549)
H (1.983, 0.105, -0.732)
H (2.436, 0.797, 0.839)
H (-0.406, -0.655, -1.050)
H (-2.218, 1.006, -0.482)


Question: E_tot of number 1 (C20H32BBr2I2N2O6)?
Answer: -7110.39353 Ha